# 1
The following is a DFT calculation (ωB97M-V/def2-TZVPD) of a molecular structure, C19H55KO17.

XYZ file:
```
92
Properties=species:S:1:pos:R:3:forces:R:3:mulliken_charge:R:1
K -0.214 0.130 -0.683 0.169 -0.008 -0.034 0.241
C -3.084 2.730 0.927 -1.884 -1.060 0.680 -0.888
C -2.012 3.663 1.384 0.529 -1.453 3.116 0.469
C -1.667 3.471 2.880 -0.168 -1.886 0.585 -0.848
O -0.850 3.396 0.704 1.151 0.617 -2.118 -0.374
H -3.992 2.705 1.589 0.742 0.386 -0.403 0.488
H -2.762 1.664 0.937 0.180 0.611 -0.262 -0.133
H -3.463 3.018 -0.053 0.151 -0.207 -0.250 0.304
H -2.354 4.660 1.382 -0.129 1.532 -1.157 0.365
H -0.888 4.114 3.292 -0.244 0.450 -0.394 0.316
H -1.172 2.464 2.921 -0.509 0.438 0.249 -0.197
H -2.543 3.448 3.568 0.505 0.155 -0.502 0.349
C 3.611 1.550 -1.484 0.754 0.592 -0.140 -0.316
C 3.902 2.813 -2.327 0.562 -0.548 0.817 -0.536
O 3.196 3.929 -1.845 -0.680 -0.330 0.879 -0.513
O 2.249 1.489 -1.174 -0.749 -0.080 0.348 0.035
H 4.258 1.570 -0.589 -0.355 -0.311 -0.207 0.248
H 3.820 0.701 -2.131 0.490 -0.297 0.210 0.339
H 3.586 2.584 -3.317 -0.261 -0.028 -1.170 0.367
H 5.011 2.980 -2.350 -0.917 0.149 0.122 0.353
H 2.434 3.543 -1.327 0.955 0.581 -0.825 -0.049
H 2.015 1.547 -0.207 -0.196 0.100 -0.323 -0.207
C -0.177 3.321 -2.743 1.694 -0.847 -1.484 0.038
C -0.837 4.151 -3.862 -0.854 -1.574 1.484 -0.699
O -2.020 4.664 -3.241 0.086 0.224 -1.003 -0.603
O -1.160 2.501 -2.108 0.049 -0.418 -0.353 0.183
H 0.348 3.878 -2.007 -0.126 1.110 0.756 0.198
H 0.674 2.693 -3.116 -0.962 0.069 -0.134 0.089
H -1.038 3.472 -4.701 -0.439 -0.018 0.073 0.263
H -0.258 4.928 -4.288 0.710 0.979 0.158 0.460
H -2.422 3.868 -2.870 -0.163 0.234 0.055 0.300
H -1.257 2.874 -1.227 -0.034 0.219 0.842 -0.080
C -3.774 -0.335 -1.940 -0.200 -0.397 -0.457 -0.112
C -3.471 -1.725 -1.430 1.516 0.737 -0.125 -0.582
O -2.326 -1.483 -0.564 -0.976 0.077 -0.518 0.093
O -2.798 0.042 -2.920 -0.225 0.498 0.393 -0.574
H -3.601 0.348 -1.117 -0.818 0.112 0.455 -0.113
H -4.818 -0.329 -2.326 0.633 0.432 0.063 0.292
H -3.190 -2.350 -2.302 -0.148 0.088 0.530 0.371
H -4.292 -2.159 -0.869 -0.182 -0.085 0.086 0.310
H -1.875 -2.292 -0.363 0.445 -0.868 0.182 0.085
H -2.506 0.934 -2.644 0.089 -0.509 -0.633 0.278
C -0.765 -0.889 3.509 1.144 -1.007 -0.181 0.389
C -0.781 -2.386 3.294 0.235 -1.336 0.079 -0.795
O -1.348 -2.726 2.006 0.216 0.074 0.398 -0.333
O -2.073 -0.429 3.700 -0.358 0.263 0.100 -0.637
H -0.272 -0.512 2.606 -0.193 0.523 0.111 -0.288
H -0.078 -0.701 4.370 -0.659 0.229 -0.262 0.300
H -1.273 -2.960 4.098 -0.428 0.537 -0.230 0.347
H 0.216 -2.844 3.309 0.056 0.667 -0.276 0.317
H -2.291 -2.837 2.123 -0.491 0.123 0.079 0.143
H -2.272 0.328 3.137 0.258 -0.050 0.103 0.323
C 3.883 -2.511 1.004 -1.281 0.621 0.117 -0.359
C 3.335 -1.350 1.872 1.156 0.155 -0.013 0.360
O 2.456 -1.832 2.857 -0.486 -0.352 0.032 -0.600
O 4.579 -1.920 -0.090 1.759 0.168 0.671 -0.496
H 3.026 -3.065 0.593 0.295 0.139 -0.020 0.033
H 4.504 -3.216 1.566 -0.012 0.203 0.030 0.368
H 2.892 -0.562 1.223 0.069 -0.726 0.195 -0.284
H 4.202 -0.891 2.393 -0.176 0.041 -0.375 0.365
H 2.115 -1.097 3.378 0.111 0.044 -0.126 0.326
H 5.469 -1.638 0.271 -1.474 -0.382 -0.842 0.300
C -3.420 -5.492 0.208 -0.638 0.122 -0.779 -0.462
C -1.960 -5.839 -0.023 -0.329 0.320 1.550 -0.442
O -1.113 -4.692 0.030 -0.139 -0.432 -1.318 -0.325
O -3.689 -4.832 1.427 1.531 1.339 -0.077 -0.441
H -4.016 -6.391 0.251 0.000 -0.640 -0.603 0.508
H -3.789 -4.869 -0.635 0.167 -0.210 0.347 0.139
H -1.896 -6.389 -0.958 0.359 0.352 -0.252 0.417
H -1.653 -6.509 0.785 0.055 -0.227 -0.033 0.287
H -1.368 -4.115 0.756 0.107 0.031 0.700 0.226
H -4.387 -5.258 1.885 -0.830 -0.560 0.524 0.281
C 1.931 -1.981 -2.880 0.106 -1.054 0.048 0.789
C 0.677 -2.683 -2.397 0.242 -1.041 -0.823 -0.676
O 0.640 -2.632 -0.990 -0.111 -0.212 0.583 -0.042
O 3.046 -2.799 -2.615 0.887 -0.507 0.153 -0.660
H 2.044 -1.106 -2.299 -0.086 1.532 0.456 -0.740
H 1.911 -1.751 -3.942 -0.256 0.114 -0.168 0.381
H 0.694 -3.752 -2.719 0.148 0.706 0.018 0.434
H -0.235 -2.264 -2.816 -0.169 0.403 -0.169 0.173
H 0.431 -3.532 -0.696 -0.125 0.323 0.320 0.138
H 3.721 -2.375 -2.050 -0.693 -0.083 -0.212 0.314
C 2.639 3.305 1.617 -0.660 -0.435 0.232 -0.300
C 1.957 1.976 1.989 -0.395 -0.680 1.080 -0.356
O 0.874 1.651 1.122 1.467 -0.525 -0.196 0.247
O 1.741 4.386 1.846 -0.530 -0.094 -0.637 -0.673
H 3.004 3.292 0.575 -0.149 0.008 0.317 -0.005
H 3.510 3.475 2.248 0.023 0.042 0.150 0.454
H 1.480 2.060 2.973 0.300 0.669 0.362 0.196
H 2.738 1.146 2.259 -1.016 1.060 -1.314 -0.061
H -0.218 2.615 1.025 -0.126 0.228 0.115 0.072
H 0.897 4.227 1.350 0.928 0.046 0.443 0.334
```
Forces are in eV/Å.

Its LUMO energy is 0.1 eV. The energy above the lowest of the compared OMol25 structures with the same formula, charge and spin is 0.404 eV. The net charge is 0.

# 2
The following is a DFT calculation (ωB97M-V/def2-TZVPD) of a molecular structure, C25H17AsF6N3O2Pd.

XYZ file:
```
55
Properties=species:S:1:pos:R:3:forces:R:3:mulliken_charge:R:1
Pd 0.074 0.018 -0.058 -0.111 -0.591 0.213 -0.231
C 4.525 -0.107 -0.037 0.084 0.010 0.039 -0.914
C 3.197 -0.241 -0.428 -0.181 -0.063 -0.036 -0.453
N 2.185 -0.193 0.433 0.305 0.360 0.015 0.413
C 2.421 0.008 1.737 -0.185 -0.016 0.006 0.489
C 3.734 0.150 2.215 0.076 -0.010 -0.022 0.820
C 4.798 0.091 1.297 -0.072 -0.010 -0.041 -0.619
C 3.959 0.367 3.592 -0.088 0.009 0.048 -0.732
C 2.875 0.426 4.475 0.085 -0.008 -0.023 -1.343
C 1.582 0.296 4.032 -0.048 -0.019 -0.101 -0.984
C 1.269 0.103 2.656 0.112 0.047 -0.043 1.287
N 0.045 0.017 2.074 -0.086 0.060 0.346 0.965
C -1.214 0.072 2.587 -0.073 0.023 -0.068 1.382
C -1.593 0.202 3.954 0.047 -0.042 -0.085 -0.809
C -2.904 0.307 4.346 -0.083 -0.003 -0.036 -1.271
C -3.945 0.282 3.413 0.079 0.003 0.064 -0.716
C -3.657 0.122 2.039 -0.069 0.002 -0.027 0.653
C -4.684 0.106 1.076 0.083 -0.011 -0.046 -0.666
C -4.358 -0.028 -0.253 -0.085 0.004 0.039 -0.888
C -3.015 -0.150 -0.594 0.162 -0.061 -0.019 -0.457
N -2.041 -0.147 0.310 -0.325 0.259 -0.032 0.395
C -2.324 0.000 1.612 0.166 -0.006 0.024 0.500
H 5.312 -0.146 -0.776 -0.010 -0.003 -0.008 0.455
H 2.927 -0.389 -1.466 0.016 0.015 -0.004 0.575
H 5.816 0.209 1.646 0.000 0.003 0.007 0.484
H 4.970 0.494 3.959 0.006 -0.011 -0.005 0.487
H 3.060 0.585 5.529 -0.019 0.001 0.004 0.452
H 0.818 0.359 4.777 -0.094 0.035 0.034 0.283
H -0.862 0.224 4.734 0.094 -0.009 0.043 0.370
H -3.136 0.416 5.396 0.020 -0.001 0.006 0.460
H -4.973 0.386 3.737 -0.005 -0.005 -0.005 0.491
H -5.715 0.208 1.390 -0.001 0.004 0.008 0.477
H -5.114 -0.030 -1.025 0.006 0.000 -0.004 0.465
H -2.705 -0.247 -1.627 -0.013 0.016 -0.004 0.588
F -0.061 1.591 -1.665 0.052 -0.049 0.027 -0.592
As 0.044 3.157 -0.715 0.077 0.390 -0.130 2.114
F -0.954 2.266 0.475 0.093 -0.012 0.048 -0.459
F 1.400 2.381 0.110 -0.041 0.009 -0.049 -0.468
F -1.374 3.682 -1.493 0.040 -0.126 0.052 -0.483
F 1.081 3.785 -1.899 -0.028 -0.084 0.059 -0.462
F 0.136 4.495 0.324 -0.016 -0.070 -0.012 -0.458
O 0.379 -1.656 -1.397 0.020 -0.215 -0.117 -0.732
C 0.232 -2.621 -0.569 0.015 0.263 -0.173 1.641
O -0.029 -2.211 0.610 -0.003 -0.065 0.045 -0.483
C 0.361 -4.013 -0.940 0.014 -0.019 -0.087 0.357
C 0.110 -5.016 -0.001 0.015 -0.013 0.004 -0.297
C 0.240 -6.339 -0.378 -0.002 -0.003 -0.008 -0.723
C 0.616 -6.654 -1.680 0.004 -0.003 -0.013 -0.379
C 0.864 -5.655 -2.615 -0.004 0.029 0.030 -0.733
C 0.737 -4.328 -2.250 -0.026 -0.041 0.035 -0.382
H -0.184 -4.758 1.008 0.002 0.017 -0.001 0.411
H 0.047 -7.129 0.334 0.000 0.008 0.009 0.426
H 0.716 -7.691 -1.970 -0.004 -0.001 0.004 0.425
H 1.153 -5.915 -3.624 0.001 0.001 -0.002 0.431
H 0.922 -3.537 -2.965 -0.001 0.003 -0.006 0.438
```
Forces are in eV/Å.

Its LUMO energy (alpha / beta) is -7.5 / -10.7 eV. The energy above the lowest of the compared OMol25 structures with the same formula, charge and spin is 0.281 eV. The net charge is +2. Its spin multiplicity is 6.